{
  "formula": "C3H4NO2",
  "method": "ωB97M-V with the def2-TZVPD basis set",
  "homo_ha": -0.5529,
  "charge": 1,
  "e_above_lowest_ev": 0.920,
  "smiles": "[NH3+]C(=O)C=C=O",
  "orbital_gap_ev": 10.07,
  "fmax_ev_per_a": 4.85,
  "species": ["C", "C", "C", "N", "O", "O", "H", "H", "H", "H"],
  "xyz": [[-0.8017, 0.6302, -0.3361], [-0.0131, -0.3508, 0.2888], [-2.1327, 0.4602, -0.1294], [1.4894, -0.3136, -0.0089], [-3.2143, 0.5993, 0.2337], [-0.3127, -1.4054, 0.9152], [-0.3308, 1.3498, -1.0809], [1.8099, -0.2248, 0.9250], [1.9097, 0.5110, -0.4740], [1.5965, -1.2559, -0.3334]],
  "atomic_forces_ev_per_a": [[1.150, 0.149, -1.110], [-1.649, -4.409, 1.167], [-1.946, 2.191, 1.408], [-1.074, 1.827, 0.503], [1.893, -1.096, -1.207], [1.046, 4.257, -1.962], [-1.291, -0.904, 1.114], [1.091, -0.507, 1.427], [-0.331, -0.940, -0.635], [1.111, -0.569, -0.705]],
  "lowdin_charge": [0.013, -0.388, -0.030, 0.284, 0.334, 0.102, 0.166, 0.156, 0.192, 0.172]
}

---

{
  "formula": "C3H5F3",
  "method": "ωB97M-V with the def2-TZVPD basis set",
  "homo_ha": -0.4188,
  "charge": 0,
  "e_above_lowest_ev": 4.130,
  "orbital_gap_ev": 12.21,
  "fmax_ev_per_a": 5.24,
  "species": ["C", "C", "C", "H", "H", "H", "H", "H", "F", "F", "F"],
  "xyz": [[0.6542, 0.9872, -0.5788], [0.4134, -0.2543, 0.2055], [-1.0070, -0.7722, 0.2037], [1.8211, 0.8198, -0.9735], [0.3084, 1.8900, 0.4981], [-0.1169, 1.0432, -1.6100], [-0.7345, -1.5558, 0.9730], [-1.3817, -1.3865, -0.6915], [0.7992, 0.4340, 1.4702], [1.2670, -1.2858, 0.1003], [-2.0233, 0.0804, 0.4032]],
  "atomic_forces_ev_per_a": [[-0.201, 1.417, -2.609], [0.183, 3.634, 0.556], [0.830, -3.919, -0.068], [-3.020, 1.468, 1.169], [1.370, -2.150, -4.582], [2.390, 0.067, 3.134], [-2.026, 0.507, 0.241], [1.614, 0.909, 0.764], [-0.855, -3.046, 0.702], [-0.340, 0.196, -0.343], [0.057, 0.918, 1.036]],
  "lowdin_charge": [-0.047, -0.591, -0.188, 0.131, 0.238, 0.140, 0.142, 0.164, -0.096, 0.093, 0.014]
}

---

{
  "formula": "C4H6OSSi",
  "method": "ωB97M-V with the def2-TZVPD basis set",
  "homo_ha": -0.3258,
  "charge": 0,
  "e_above_lowest_ev": 1.343,
  "orbital_gap_ev": 8.95,
  "fmax_ev_per_a": 4.62,
  "species": ["C", "C", "C", "C", "O", "Si", "S", "H", "H", "H", "H", "H", "H"],
  "xyz": [[-2.3233, 1.0392, 0.4539], [-1.3514, 0.4304, -0.0917], [0.5598, 0.6979, -0.3100], [-2.6383, -0.3304, -0.2722], [1.2035, -0.3914, -0.0757], [2.7758, -0.8018, 0.1433], [1.0568, 2.2467, -0.4509], [-2.8751, 1.8407, 0.9243], [-2.9130, -1.3079, 0.3562], [-2.9776, -0.4773, -1.2479], [2.9181, -0.5553, 1.7127], [2.5412, -2.1599, -0.4678], [4.0234, -0.2309, -0.6743]],
  "atomic_forces_ev_per_a": [[-1.817, -0.296, -0.608], [4.576, -0.242, -0.547], [-4.082, 1.197, 1.171], [1.012, -1.634, 3.072], [-1.579, 0.686, -0.888], [2.399, -0.613, 0.571], [-0.079, -1.285, -0.138], [0.424, -0.130, -0.046], [0.890, 2.238, -0.973], [-0.901, 0.545, -1.538], [0.148, -0.516, -1.788], [0.634, 0.207, 0.783], [-1.625, -0.157, 0.930]],
  "lowdin_charge": [-0.017, -0.139, -0.786, -0.119, -0.356, 0.596, 0.680, 0.095, 0.111, 0.036, -0.015, -0.044, -0.040]
}

---

{
  "formula": "C31H40CrN8O",
  "method": "ωB97M-V with the def2-TZVPD basis set",
  "homo_ha": [-0.1920, -0.2507],
  "charge": 0,
  "e_above_lowest_ev": 0.912,
  "orbital_gap_ev": [5.76, 7.35],
  "fmax_ev_per_a": 2.93,
  "spin_multiplicity": 5,
  "s2": 6.044,
  "species": ["Cr", "N", "C", "O", "C", "C", "H", "H", "H", "H", "H", "H", "C", "C", "C", "C", "C", "C", "C", "N", "C", "N", "C", "C", "C", "C", "C", "C", "C", "N", "C", "C", "C", "C", "C", "C", "C", "H", "H", "H", "H", "H", "H", "H", "H", "H", "H", "H", "H", "H", "H", "H", "H", "H", "H", "H", "H", "H", "H", "C", "N", "C", "N", "C", "N", "C", "N", "C", "C", "H", "H", "H", "H", "H", "H", "H", "H", "H", "H", "H", "H"],
  "xyz": [[0.3431, 0.2346, -1.4170], [4.5761, 1.2581, -2.3773], [3.2748, 1.0177, -2.0761], [2.9032, -0.1038, -1.6511], [2.3211, 2.2564, -2.2840], [0.9312, 1.7568, -2.7338], [5.2050, 0.5186, -2.0783], [4.8202, 2.2329, -2.4457], [2.7677, 2.7996, -3.1487], [2.2077, 3.0621, -1.4921], [1.0002, 1.2331, -3.7315], [0.1014, 2.5259, -2.7544], [-0.5748, 3.5741, 4.6352], [-1.4575, 2.3328, 4.6963], [-2.3229, 2.2113, 5.8169], [-3.4137, 1.3113, 5.8223], [-3.4098, 0.3143, 4.8502], [-2.3004, 0.1817, 3.9110], [-1.3809, 1.2460, 3.8390], [-0.3795, 1.2440, 2.7519], [-0.5028, 0.9213, 1.4327], [-1.7570, 0.8664, 0.8634], [-2.3222, 0.9659, -0.4289], [-1.5792, 0.8394, -1.5932], [-2.2407, 1.0927, -2.8043], [-3.5731, 1.3279, -2.9685], [-4.3606, 1.4668, -1.7792], [-3.7049, 1.2089, -0.5376], [-4.5059, 0.9772, 0.7523], [0.6117, 0.7608, 0.7225], [1.9177, 0.8112, 1.2846], [2.6191, 1.9883, 1.2550], [3.8168, 2.1876, 1.9455], [4.3149, 1.1400, 2.7307], [3.7447, -0.1071, 2.6803], [2.5436, -0.2999, 1.9420], [1.9664, -1.6462, 2.0784], [-0.2773, 3.7313, 3.5955], [0.3896, 3.5444, 5.1722], [-1.1072, 4.4472, 4.8857], [-2.2052, 2.9061, 6.6266], [-4.2188, 1.4236, 6.5220], [-4.1227, -0.5044, 4.7896], [-2.1528, -0.6985, 3.3117], [0.5116, 1.7414, 2.9667], [-2.4898, 1.0221, 1.5609], [-1.6436, 1.1487, -3.7127], [-3.9868, 1.3270, -3.9539], [-5.4214, 1.5505, -1.8379], [-5.5588, 1.0811, 0.5086], [-4.2138, 1.8154, 1.4168], [-4.1913, -0.0099, 1.1986], [2.1736, 2.8538, 0.7041], [4.4976, 2.9686, 1.6382], [5.1689, 1.2851, 3.3736], [4.0829, -0.9484, 3.2604], [1.1332, -1.7130, 1.4088], [1.6625, -1.7962, 3.1164], [2.7695, -2.4176, 1.8361], [0.6632, -1.8138, -3.8190], [0.6472, -3.2262, -4.4523], [1.6342, -4.0803, -3.6911], [1.2718, -4.1009, -2.2264], [1.3464, -2.6952, -1.7048], [0.3724, -1.7632, -2.3757], [-0.9512, -2.3594, -2.2136], [-1.0199, -3.7189, -2.7101], [-0.7009, -3.7821, -4.1473], [-0.0767, -4.5593, -1.9286], [-0.0476, -1.1827, -4.3320], [1.7155, -1.4462, -3.9101], [2.6065, -3.5528, -3.6600], [1.7242, -5.1046, -4.1584], [2.3263, -2.2376, -1.8416], [1.1397, -2.7121, -0.5824], [-1.6890, -1.7556, -2.7513], [-1.1599, -2.3985, -1.1460], [-1.3900, -3.1687, -4.7611], [-0.8400, -4.8150, -4.5520], [-0.2621, -5.5794, -2.2629], [-0.3104, -4.4137, -0.8697]],
  "atomic_forces_ev_per_a": [[1.218, 0.528, -0.045], [-0.786, -0.639, 0.328], [-0.910, 0.381, 1.372], [-0.163, 1.791, -0.822], [-0.392, 0.195, -1.528], [-0.527, -0.122, -0.237], [0.180, 0.602, -0.179], [0.464, -0.262, -0.075], [0.236, -0.035, 0.496], [0.553, -1.518, -0.371], [0.008, 0.753, 0.589], [1.332, -0.543, -0.140], [1.050, -1.367, -1.331], [0.193, 0.145, 2.401], [-0.784, -0.233, -1.343], [1.470, 0.119, -1.001], [1.975, -1.001, -1.505], [-1.148, 1.696, 2.085], [0.247, -0.576, -2.515], [-0.161, 0.806, 2.584], [1.435, 0.036, -2.096], [-0.419, -0.088, 2.337], [-0.091, 0.261, -2.131], [0.293, 0.163, 0.420], [1.085, -0.187, -0.479], [-1.243, 0.450, 2.210], [2.511, -1.514, 0.020], [-1.259, -0.342, 0.253], [0.960, 0.779, -0.617], [-1.471, -0.660, -0.297], [-0.333, -1.604, 1.466], [0.224, 2.262, -0.375], [0.174, -1.332, -0.638], [0.520, 0.370, -0.095], [-1.970, 0.561, -0.918], [0.805, 1.419, 0.547], [0.784, -1.014, -0.286], [-0.027, 0.016, -0.107], [-0.566, -0.257, 0.172], [-0.702, 0.940, 0.671], [-0.174, 0.467, 0.111], [-0.077, -0.185, 0.377], [-0.213, 0.381, 0.304], [-0.233, -0.113, -0.253], [-1.083, -0.913, -0.262], [0.721, -0.053, -0.169], [0.155, -0.412, 0.012], [-0.391, 0.434, -0.382], [-0.606, 0.142, 0.182], [-0.142, -0.374, 0.414], [-0.491, -0.516, 0.283], [-0.796, 0.966, -0.318], [0.447, -0.921, 0.384], [-0.354, 0.664, 0.619], [0.338, 0.147, -0.144], [0.358, -0.059, 0.119], [-0.621, -0.556, -0.238], [-0.224, -0.200, -0.126], [-1.192, 0.791, 0.192], [1.866, -1.087, -0.396], [0.159, 0.149, 1.651], [-0.698, 0.962, 0.768], [0.872, 0.604, 0.416], [-0.189, -0.389, 0.646], [0.323, -1.677, -0.061], [-0.676, -0.325, -0.141], [-0.513, -0.589, -0.176], [-0.103, 0.345, -0.590], [-0.525, 0.767, -1.840], [-0.089, 0.149, -0.272], [-0.905, -0.052, -0.329], [-0.303, -0.494, -0.569], [-0.264, 1.090, 0.693], [0.059, -0.402, -0.076], [0.092, -0.005, -1.475], [0.063, 0.095, 0.287], [-0.332, 0.225, 0.100], [-0.046, -0.143, 0.717], [0.504, 0.585, 0.557], [0.351, -0.205, 0.271], [0.171, -0.276, -0.107]],
  "mulliken_spin": [4.218, 0.000, 0.011, 0.010, 0.042, -0.064, 0.000, -0.001, -0.004, -0.014, 0.003, -0.015, 0.000, 0.002, 0.000, 0.001, -0.001, 0.002, -0.003, 0.010, 0.094, -0.022, -0.019, -0.108, -0.143, -0.025, 0.043, -0.016, -0.002, -0.003, 0.024, -0.040, 0.000, 0.005, 0.002, -0.051, -0.013, 0.000, 0.000, 0.000, 0.000, 0.000, 0.000, 0.000, -0.001, 0.004, 0.004, -0.002, 0.004, 0.001, 0.000, -0.001, 0.006, 0.000, 0.001, -0.001, 0.030, 0.002, 0.005, 0.105, 0.003, -0.001, 0.002, 0.170, -0.301, 0.172, 0.001, 0.003, 0.006, -0.012, 0.000, 0.000, 0.000, 0.016, -0.085, -0.017, -0.035, -0.001, 0.000, 0.001, -0.001]
}

---

{
  "formula": "ClHO4",
  "method": "ωB97M-V with the def2-TZVPD basis set",
  "homo_ha": -0.4557,
  "charge": 0,
  "e_above_lowest_ev": 0.082,
  "orbital_gap_ev": 12.43,
  "fmax_ev_per_a": 4.97,
  "species": ["O", "O", "O", "O", "Cl", "H"],
  "xyz": [[0.6723, 1.4928, -2.0565], [1.5184, 1.4463, 0.1773], [-0.4472, 2.6166, -0.3907], [-0.6060, 0.1966, -0.4221], [0.4508, 1.5795, -0.6911], [-0.8791, 0.2079, 0.4482]],
  "atomic_forces_ev_per_a": [[1.006, -0.770, -0.932], [1.419, -0.412, 0.714], [0.114, 0.811, 0.680], [2.711, 0.869, -4.075], [-4.431, -0.894, 0.183], [-0.819, 0.396, 3.431]],
  "lowdin_charge": [-0.220, -0.223, -0.259, -0.127, 0.804, 0.024]
}

---

{
  "formula": "C7H10CeFN",
  "method": "ωB97M-V with the def2-TZVPD basis set",
  "homo_ha": [-0.0754, -0.1275],
  "charge": -1,
  "e_above_lowest_ev": 0.267,
  "orbital_gap_ev": [5.20, 6.59],
  "fmax_ev_per_a": 2.68,
  "spin_multiplicity": 2,
  "s2": 0.760,
  "species": ["C", "C", "C", "C", "C", "Ce", "N", "C", "C", "H", "H", "H", "H", "H", "H", "H", "H", "H", "H", "F"],
  "xyz": [[1.7838, 0.1336, 0.6844], [1.7382, 0.2058, -0.7389], [1.4814, -1.1061, -1.2439], [1.3801, -1.9972, -0.1227], [1.5668, -1.2226, 1.0661], [-0.8260, -0.4883, 0.0560], [-1.2807, 0.0764, 1.8435], [-2.0066, 1.7169, -0.0764], [-1.1888, 1.6482, -1.1810], [1.2779, -1.3604, -2.2949], [1.8435, 1.1168, -1.3402], [1.0615, -3.0457, -0.1669], [1.4826, -1.5893, 2.0920], [1.9581, 0.9779, 1.3616], [-0.2450, 2.1984, -1.2482], [-1.7899, 2.3857, 0.7581], [-1.7081, 0.3444, 2.7479], [-1.4315, 0.9936, -2.0430], [-2.9637, 1.1633, -0.0364], [-2.1336, -2.1514, -0.1171]],
  "atomic_forces_ev_per_a": [[0.482, -0.348, -0.345], [0.250, -0.338, 0.099], [0.379, -0.126, 0.335], [0.376, 0.550, -0.143], [0.397, 0.002, -0.509], [0.138, -1.447, 0.046], [-0.941, 0.784, 2.388], [-0.729, 0.921, -0.245], [-0.185, 0.429, -0.595], [0.240, 0.089, 0.581], [0.022, -0.491, 0.296], [0.288, 0.477, 0.036], [0.044, 0.167, -0.462], [-0.193, -0.484, -0.322], [-0.495, -0.109, -0.024], [-0.219, -0.229, -0.411], [0.456, -0.112, -0.454], [-0.006, 0.706, 0.322], [0.498, 0.575, -0.028], [-0.802, -1.017, -0.563]],
  "mulliken_spin": [-0.009, 0.013, -0.008, 0.004, 0.001, 0.756, -0.039, 0.186, 0.151, 0.001, 0.001, 0.000, 0.001, 0.001, -0.020, -0.011, 0.003, -0.019, -0.010, 0.002]
}

---

{
  "formula": "C7H6N4",
  "method": "ωB97M-V with the def2-TZVPD basis set",
  "homo_ha": [-0.3334, -0.3456],
  "charge": 0,
  "e_above_lowest_ev": 5.007,
  "orbital_gap_ev": [8.11, 7.15],
  "fmax_ev_per_a": 3.13,
  "species": ["C", "C", "C", "C", "C", "C", "C", "N", "N", "N", "N", "H", "H", "H", "H", "H", "H"],
  "xyz": [[1.4310, 1.4189, -1.3130], [1.2997, 1.1573, 1.1246], [0.8746, -1.2472, -1.5191], [-1.5946, -0.4784, 0.3687], [-1.5790, 0.9682, 0.4803], [-0.1370, -1.2464, 0.5963], [1.1755, 0.6733, -0.1842], [1.7706, 1.7978, -2.3511], [1.4923, 1.7905, 2.0591], [1.1919, -1.8724, -2.4154], [0.7121, -0.6328, -0.3317], [-2.3101, -0.9524, 1.0047], [-1.8751, -0.8287, -0.6445], [-1.0729, 1.4291, -0.3821], [-1.3883, 1.4473, 1.5319], [0.1641, -1.1642, 1.6307], [-0.1546, -2.2598, 0.3448]],
  "atomic_forces_ev_per_a": [[1.002, 0.221, -1.217], [0.393, 0.569, -0.854], [0.344, 0.583, 1.552], [0.309, -1.974, -0.661], [2.058, 0.875, 1.436], [-2.355, 1.914, 0.773], [-1.193, -1.454, 1.103], [-0.295, 0.372, 0.120], [0.095, 0.243, 1.218], [0.022, -0.802, -1.610], [1.708, 0.823, -1.151], [-0.392, -0.306, 0.831], [0.118, 0.445, 0.277], [-0.884, 0.536, 0.508], [-0.725, -0.824, -2.224], [0.364, 0.389, 0.164], [-0.570, -1.610, -0.268]],
  "lowdin_charge": [-0.179, -0.206, -0.252, -0.212, 0.028, -0.094, -0.235, 0.216, 0.202, 0.213, -0.077, 0.091, 0.113, 0.051, 0.107, 0.126, 0.110]
}